This record from the Open Molecules 2025 dataset describes a structure of composition C19H32NO7SW. The level of theory is wB97M-V/def2-TZVPD.

Last column: Löwdin charge in e.
Geometry (Å):
W1 1.083 -0.867 0.379  1.83
C1 1.482 0.161 3.408  -0.13
C2 1.085 1.596 3.097  -0.14
O1 0.477 1.612 1.811  -0.19
C3 1.068 2.472 0.853  -0.17
C4 0.148 2.396 -0.343  -0.14
O2 -0.107 1.016 -0.604  -0.25
C5 -0.597 0.739 -1.918  -0.15
C6 -0.879 -0.761 -1.936  -0.22
O3 0.074 -1.439 -1.174  -0.36
C7 -0.362 -2.283 1.289  -0.22
C8 2.346 -1.681 1.965  -0.16
O4 2.146 -0.286 2.224  -0.30
H1 0.601 -0.445 3.617  0.12
H2 2.165 0.117 4.255  0.15
H3 1.967 2.239 3.107  0.14
H4 0.359 1.945 3.831  0.14
H5 2.064 2.108 0.582  0.11
H6 1.134 3.501 1.215  0.15
H7 0.614 2.874 -1.209  0.14
H8 -0.802 2.890 -0.122  0.14
H9 0.164 1.016 -2.653  0.12
H10 -1.512 1.306 -2.103  0.13
H11 -0.861 -1.127 -2.965  0.13
H12 -1.878 -0.942 -1.521  0.11
H13 -0.262 -2.874 2.194  0.07
H14 -1.082 -2.748 0.614  0.07
H15 3.407 -1.883 1.859  0.08
H16 1.906 -2.302 2.742  0.08
C9 4.270 1.191 -1.276  -0.04
C10 3.645 -0.202 -1.415  -0.69
C11 3.039 -0.388 -2.820  -0.03
C12 4.733 -1.271 -1.177  -0.04
N1 2.599 -0.372 -0.462  -0.11
H17 5.070 1.309 -2.006  0.09
H18 4.686 1.321 -0.276  0.09
H19 3.522 1.966 -1.452  0.07
H20 3.826 -0.533 -3.559  0.09
H21 2.455 0.491 -3.096  0.07
H22 2.383 -1.259 -2.814  0.08
H23 5.504 -1.182 -1.941  0.09
H24 4.291 -2.267 -1.223  0.09
H25 5.193 -1.129 -0.199  0.08
C13 -5.700 -0.060 -2.295  -0.03
C14 -4.851 -0.204 -1.065  -0.25
C15 -4.724 -1.434 -0.422  -0.01
C16 -3.934 -1.566 0.710  -0.03
C17 -3.276 -0.446 1.190  -0.28
C18 -3.385 0.796 0.577  -0.05
C19 -4.186 0.910 -0.542  -0.03
S1 -2.125 -0.612 2.499  0.70
O5 -2.331 -1.791 3.265  -0.22
O6 -1.874 0.633 3.139  -0.22
O7 -0.743 -0.919 1.585  -0.46
H26 -6.112 -1.017 -2.608  0.08
H27 -5.119 0.356 -3.119  0.09
H28 -6.530 0.622 -2.104  0.09
H29 -5.251 -2.296 -0.808  0.12
H30 -3.844 -2.509 1.234  0.13
H31 -2.866 1.642 1.010  0.12
H32 -4.312 1.873 -1.022  0.13

net charge: +1
multiplicity: 1
highest occupied orbital energy (alpha / beta): -0.419 / -0.419 Eh
relative energy (zero: lowest compared OMol25 entry of this formula, charge and spin): 252.3 kJ/mol
orbital gap (alpha / beta): 7.2 / 7.2 eV
LUMO energy (alpha / beta): -0.155 / -0.155 Eh

---

This record from the Open Molecules 2025 dataset describes the molecule C3H3NS. The level of theory is wB97M-V/def2-TZVPD.

Last column: Löwdin charge in e.
Geometry (Å):
C1 2.068 -0.555 -0.022  0.11
C2 1.156 0.234 -0.038  -0.23
N1 0.163 1.120 0.044  0.01
C3 -1.043 0.901 0.075  -0.58
S1 -2.041 -0.535 -0.024  0.82
H1 2.563 -1.433 0.196  0.00
H2 -1.776 1.653 -0.021  0.04
H3 -1.089 -1.384 -0.209  -0.18

multiplicity: 1
highest occupied orbital energy: -0.344 Eh
relative energy (zero: lowest compared OMol25 entry of this formula, charge and spin): 187.0 kJ/mol
SMILES string: C#C/N=C\S
orbital gap: 9.8 eV
LUMO energy: 0.018 Eh

---

This record from the Open Molecules 2025 dataset describes the molecule C4H5N. The level of theory is wB97M-V/def2-TZVPD.

Last column: Löwdin charge in e.
Geometry (Å):
C1 2.330 0.002 0.243  0.08
C2 1.155 -0.304 0.271  -0.19
C3 -0.161 -0.843 0.298  -0.18
C4 -1.233 0.956 -0.588  -0.01
N1 -1.081 -0.373 -0.610  -0.11
H1 3.364 0.280 0.234  0.01
H2 -0.390 -1.670 0.966  0.10
H3 -1.257 1.527 -1.513  0.06
H4 -1.215 1.407 0.398  0.07
H5 -1.510 -0.980 -1.319  0.15

multiplicity: 1
highest occupied orbital energy (alpha / beta): -0.269 / -0.260 Eh
relative energy (zero: lowest compared OMol25 entry of this formula, charge and spin): 445.2 kJ/mol
orbital gap (alpha / beta): 7.9 / 7.2 eV
LUMO energy (alpha / beta): 0.022 / 0.002 Eh

---

This record from the Open Molecules 2025 dataset describes a cluster of 9 separate species, C45H79Br3F12N4O32P2S3 in total. The level of theory is wB97M-V/def2-TZVPD.

Last column: Löwdin charge in e.
Geometry (Å):
H1 3.001 -0.379 -2.597  0.06
N1 1.999 -0.280 -2.371  0.07
C1 1.766 -1.008 -1.292  -0.22
C2 0.283 -1.004 -0.755  -0.11
C3 -0.059 -1.995 0.482  -0.35
C4 0.909 -3.230 0.514  -0.12
C5 0.951 -4.316 -0.621  -0.27
C6 0.647 -3.962 -2.126  -0.54
Br1 0.751 -5.722 -3.113  0.62
O1 -0.103 -1.205 1.666  -0.15
C7 0.892 -0.724 2.450  -0.56
C8 1.110 -1.547 3.821  -0.09
C9 -0.103 -2.166 4.586  -0.59
N2 0.163 -1.935 6.060  0.05
N3 -0.108 -3.679 4.472  0.07
N4 -1.468 -1.720 4.376  0.09
P1 2.686 -0.488 1.864  0.97
O2 2.975 0.892 0.936  -0.27
O3 3.839 -0.791 3.079  -0.27
S1 0.303 1.045 2.901  0.85
O4 -1.157 1.048 3.339  -0.34
O5 0.281 1.939 1.670  -0.32
C10 1.236 1.822 4.298  -0.34
F1 0.702 1.288 5.507  0.05
F2 2.633 1.686 4.281  0.05
C11 0.960 3.422 4.388  -0.25
F3 1.945 4.014 3.550  0.09
F4 -0.278 3.798 3.875  0.12
C12 1.067 4.000 5.869  -0.35
F5 1.181 5.406 5.745  0.10
F6 2.170 3.550 6.583  0.13
F7 -0.145 3.795 6.558  0.12
C13 -1.662 -2.356 0.340  -0.35
O6 -2.036 -3.382 -0.534  -0.12
C14 -3.001 -4.361 -0.195  -0.44
C15 -2.286 -5.666 0.429  -0.21
C16 -1.437 -5.495 1.758  -0.15
C17 -4.207 -4.003 0.759  -0.52
Br2 -4.521 -4.832 2.567  0.79
C18 -5.270 -3.094 0.478  -0.66
C19 -6.464 -2.776 1.514  -0.17
Br3 -5.431 -2.162 -1.223  0.83
S2 -3.748 -5.082 -1.799  0.87
O7 -3.241 -6.483 -2.105  -0.32
O8 -5.242 -5.338 -1.658  -0.34
C20 -3.359 -4.118 -3.331  -0.37
F8 -3.017 -2.778 -3.194  0.01
F9 -2.233 -4.749 -3.937  0.01
C21 -4.496 -4.185 -4.488  -0.36
F10 -4.506 -5.432 -5.098  0.14
F11 -5.736 -3.726 -4.078  0.11
F12 -4.038 -3.262 -5.471  0.05
P2 -2.600 -0.679 0.184  0.45
S3 -2.808 0.031 -1.608  0.17
H2 2.668 -1.534 -0.848  0.10
H3 0.025 0.091 -0.522  0.12
H4 -0.351 -1.409 -1.624  0.10
H5 0.703 -3.777 1.510  0.10
H6 1.997 -2.882 0.653  0.08
H7 0.300 -5.200 -0.334  0.06
H8 2.016 -4.762 -0.626  0.12
H9 -0.312 -3.413 -2.356  0.05
H10 1.488 -3.353 -2.616  0.07
H11 1.716 -0.888 4.544  0.12
H12 1.846 -2.391 3.541  0.13
H13 1.095 -2.295 6.300  0.07
H14 -0.515 -2.530 6.564  0.08
H15 0.430 -3.995 3.660  0.04
H16 -1.066 -4.039 4.486  0.07
H17 -1.753 -0.886 4.888  0.08
H18 -1.839 -1.787 3.433  0.06
H19 3.948 1.045 0.929  0.07
H20 4.413 -0.014 3.265  0.06
H21 -1.937 -2.675 1.418  0.12
H22 -1.588 -6.201 -0.292  0.11
H23 -3.140 -6.409 0.628  0.12
H24 -1.617 -4.559 2.367  0.02
H25 -1.776 -6.353 2.450  0.09
H26 -0.312 -5.695 1.641  0.08
H27 -7.028 -3.706 1.829  0.07
H28 -5.940 -2.287 2.414  0.08
H29 -7.157 -1.964 1.101  0.08
H30 -3.928 -0.762 0.763  -0.03
H31 -1.960 0.368 0.956  0.00
C22 6.612 -2.940 7.649  -0.04
O9 6.435 -1.553 7.935  0.00
C23 5.897 -0.849 6.929  -0.60
O10 5.569 -1.285 5.854  0.12
O11 5.789 0.428 7.328  0.00
C24 5.223 1.302 6.354  -0.04
H32 7.053 -3.407 8.529  0.10
H33 5.651 -3.418 7.448  0.10
H34 7.294 -3.076 6.807  0.10
H35 4.204 0.998 6.108  0.08
H36 5.845 1.333 5.456  0.10
H37 5.188 2.304 6.783  0.10
C25 -6.935 1.369 -9.095  -0.04
O12 -5.732 1.190 -8.349  -0.05
C26 -5.830 0.296 -7.346  -0.59
O13 -6.817 -0.330 -7.052  0.13
O14 -4.637 0.222 -6.732  -0.01
C27 -4.595 -0.697 -5.638  -0.03
H38 -6.737 2.108 -9.872  0.09
H39 -7.235 0.435 -9.574  0.10
H40 -7.733 1.748 -8.453  0.10
H41 -4.804 -1.711 -5.978  0.08
H42 -5.299 -0.398 -4.857  0.11
H43 -3.588 -0.673 -5.220  0.10
C28 -3.826 3.260 -6.869  -0.03
O15 -3.977 4.644 -6.546  0.00
C29 -4.476 5.388 -7.541  -0.60
O16 -4.790 4.989 -8.636  0.12
O17 -4.566 6.656 -7.109  0.00
C30 -5.086 7.567 -8.075  -0.05
H44 -3.416 2.755 -5.994  0.10
H45 -4.789 2.809 -7.104  0.08
H46 -3.127 3.132 -7.699  0.10
H47 -6.103 7.289 -8.358  0.10
H48 -4.438 7.609 -8.953  0.10
H49 -5.113 8.556 -7.617  0.09
C31 6.130 4.340 -0.926  -0.04
O18 7.386 4.228 -0.255  0.01
C32 7.383 3.375 0.779  -0.60
O19 6.437 2.727 1.162  0.10
O20 8.613 3.366 1.314  0.01
C33 8.752 2.493 2.434  -0.04
H50 6.252 5.054 -1.741  0.10
H51 5.833 3.379 -1.350  0.09
H52 5.363 4.717 -0.247  0.10
H53 8.557 1.460 2.141  0.10
H54 8.088 2.798 3.244  0.09
H55 9.781 2.562 2.787  0.09
C34 1.117 1.448 -11.158  -0.05
O21 -0.193 1.362 -11.715  0.00
C35 -1.180 1.418 -10.807  -0.60
O22 -1.040 1.529 -9.615  0.12
O23 -2.349 1.328 -11.458  0.01
C36 -3.495 1.373 -10.609  -0.04
H56 1.832 1.393 -11.979  0.09
H57 1.255 2.401 -10.642  0.10
H58 1.304 0.612 -10.481  0.10
H59 -3.539 2.322 -10.071  0.09
H60 -3.491 0.534 -9.911  0.10
H61 -4.381 1.293 -11.239  0.09
C37 -0.858 4.701 -5.594  -0.05
O24 0.365 4.564 -4.872  0.00
C38 0.304 3.697 -3.848  -0.60
O25 -0.664 3.062 -3.516  0.12
O26 1.510 3.662 -3.260  0.00
C39 1.589 2.772 -2.144  -0.05
H62 -0.692 5.423 -6.395  0.10
H63 -1.151 3.749 -6.042  0.09
H64 -1.649 5.081 -4.944  0.10
H65 1.392 1.744 -2.456  0.05
H66 0.895 3.077 -1.357  0.10
H67 2.604 2.823 -1.747  0.08
C40 -7.762 -3.978 6.677  -0.05
O27 -7.394 -2.826 5.920  -0.01
C41 -7.273 -1.704 6.646  -0.61
O28 -7.446 -1.609 7.835  0.13
O29 -6.926 -0.708 5.817  -0.01
C42 -6.762 0.556 6.458  -0.04
H68 -7.829 -4.822 5.990  0.09
H69 -7.002 -4.205 7.428  0.10
H70 -8.737 -3.837 7.145  0.10
H71 -5.963 0.511 7.200  0.10
H72 -7.698 0.880 6.918  0.10
H73 -6.483 1.282 5.694  0.09
C43 8.944 2.604 7.901  -0.04
O30 10.344 2.415 8.087  0.01
C44 11.014 2.258 6.937  -0.60
O31 10.522 2.257 5.836  0.11
O32 12.314 2.100 7.225  0.00
C45 13.148 1.919 6.082  -0.04
H74 8.488 2.718 8.884  0.10
H75 8.751 3.511 7.324  0.10
H76 8.499 1.734 7.413  0.09
H77 13.104 2.795 5.430  0.10
H78 12.864 1.017 5.536  0.10
H79 14.173 1.802 6.434  0.09

multiplicity: 1
highest occupied orbital energy: -0.306 Eh
SMILES string: [H]/N=C/C[C@@](CCCBr)(O[C@@](CC(N)(N)N)(P(O)O)S(=O)(=O)C(F)(F)C(F)(F)C(F)(F)F)[C@H](O[C@@](CC)(/C(Br)=C(/C)Br)S(=O)(=O)C(F)(F)C(F)(F)F)[PH2]=S.COC(=O)OC.COC(=O)OC.COC(=O)OC.COC(=O)OC.COC(=O)OC.COC(=O)OC.COC(=O)OC.COC(=O)OC
orbital gap: 7.6 eV
LUMO energy: -0.028 Eh

---

What did we get for E_tot? Answer: -48696.215; -15481.819; -5714.233; -413235.331 eV, in the order shown.